{"formula": "C5H7NOS", "method": "ωB97M-V with the def2-TZVPD basis set", "homo_lumo_gap_ev": 8.760, "fmax_ev_per_a": 1.2, "elements": ["C", "C", "C", "C", "C", "N", "O", "S", "H", "H", "H", "H", "H", "H", "H"], "coordinates": [[-1.6606, -0.2426, -0.2893], [-0.8557, 2.0014, -1.4537], [-1.2907, 0.9605, -0.5349], [1.2578, -1.0952, 1.4252], [1.6254, -0.5910, 0.0678], [-2.2976, -1.2230, 0.0544], [1.2453, -1.0460, -0.9746], [-0.3006, 2.2040, 0.2589], [-0.0816, 1.7677, -2.1750], [-1.5941, 2.7231, -1.7843], [0.6558, -1.9974, 1.3615], [0.7004, -0.3164, 1.9439], [2.1619, -1.2888, 1.9960], [2.3045, 0.2846, 0.0947], [-1.8702, -2.1408, 0.0095]]}

***

{"formula": "C62H60BCl14IN2O6PS", "method": "ωB97M-V with the def2-TZVPD basis set", "homo_lumo_gap_ev": 5.292, "charge": 1, "fmax_ev_per_a": 11.8, "elements": ["C", "C", "C", "C", "C", "C", "N", "C", "N", "C", "O", "C", "C", "C", "C", "I", "C", "C", "O", "O", "B", "C", "O", "C", "O", "C", "C", "C", "O", "C", "P", "S", "H", "H", "H", "H", "H", "H", "H", "H", "H", "H", "H", "H", "H", "H", "H", "H", "H", "H", "H", "H", "H", "H", "H", "H", "H", "H", "H", "H", "H", "H", "H", "H", "Cl", "C", "C", "Cl", "C", "C", "C", "C", "H", "H", "H", "H", "Cl", "C", "C", "Cl", "C", "C", "C", "C", "H", "H", "H", "H", "Cl", "C", "C", "Cl", "C", "C", "C", "C", "H", "H", "H", "H", "Cl", "C", "C", "Cl", "C", "C", "C", "C", "H", "H", "H", "H", "Cl", "C", "C", "Cl", "C", "C", "C", "C", "H", "H", "H", "H", "Cl", "C", "C", "Cl", "C", "C", "C", "C", "H", "H", "H", "H", "Cl", "C", "C", "Cl", "C", "C", "C", "C", "H", "H", "H", "H"], "coordinates": [[3.2726, 0.7041, -1.7580], [2.7349, 0.6693, -3.3412], [1.6475, 1.8937, -3.6458], [0.2752, 1.3400, -4.4184], [-1.0760, 1.4541, -3.4392], [-2.4171, 0.7555, -4.1540], [-2.4499, -0.7520, -3.8253], [-2.1921, -1.7859, -4.9413], [-1.9424, -1.4367, -6.3923], [-0.6074, -1.2798, -6.6717], [0.7152, -1.1336, -6.8802], [-2.1769, -3.4188, -4.5786], [-1.8742, -4.5556, -5.7206], [-0.2999, -5.0137, -5.7560], [0.6977, -4.1527, -4.7806], [0.5020, -4.9489, -7.7918], [-2.4857, -3.9580, -3.0266], [-2.4836, -5.5928, -2.7261], [-3.6729, -6.2547, -2.6732], [-1.2799, -6.4207, -2.5558], [-0.4426, -5.9742, -1.4253], [1.1832, -6.3744, -1.5250], [-0.8812, -5.1842, -0.2582], [-2.7856, -2.7928, -1.9131], [-3.1171, -3.1373, -0.5036], [-4.5179, -3.5889, -0.4149], [-5.6383, -2.4041, -0.5900], [-7.0869, -3.0134, -0.0186], [-5.9173, -2.0461, -2.0152], [-2.7430, -1.1854, -2.3735], [-3.1289, 0.0691, -0.9516], [-4.7759, 1.1067, -1.3179], [3.7943, -0.3229, -1.5487], [3.9779, 1.6351, -1.6885], [2.3046, 0.7676, -1.1025], [2.2729, -0.4038, -3.4810], [3.6334, 0.7370, -4.1129], [2.1931, 2.6619, -4.3632], [1.3929, 2.4046, -2.6235], [0.1214, 1.8566, -5.4588], [0.4532, 0.1675, -4.5358], [-1.2880, 2.5661, -3.0975], [-0.7821, 0.8321, -2.4639], [-3.4172, 1.2972, -3.8616], [-2.2727, 0.9523, -5.3190], [-2.2319, -4.1411, -6.7743], [-2.5360, -5.5202, -5.5164], [-0.2577, -6.1403, -5.3670], [0.3928, -4.1288, -3.6504], [1.7614, -4.6918, -4.8368], [0.8861, -3.0452, -5.1114], [1.4178, -7.0829, -2.4344], [1.4517, -6.8330, -0.4762], [1.7438, -5.3573, -1.6865], [-0.1054, -4.5399, -0.0947], [-4.6640, -4.0232, 0.6842], [-4.7953, -4.4611, -1.1444], [-5.4397, -1.4366, 0.0399], [-7.7643, -3.2926, -0.9584], [-7.6621, -2.1710, 0.5557], [-6.9443, -4.0099, 0.5849], [-6.4494, -1.1811, -2.0428], [-2.0817, 1.0319, -0.7255], [-3.3292, -0.6394, 0.3072], [5.4908, -0.7477, 1.2092], [5.3449, 0.7096, 2.1258], [5.5024, 1.9769, 1.5524], [5.8439, 2.1995, -0.1265], [5.3810, 3.1199, 2.3492], [5.1008, 3.0006, 3.7119], [4.9387, 1.7386, 4.2817], [5.0610, 0.5950, 3.4904], [5.5039, 4.1087, 1.9133], [5.0090, 3.8921, 4.3279], [4.7175, 1.6446, 5.3425], [4.9343, -0.3853, 3.9442], [-4.3404, 4.2220, -0.8057], [-4.8547, 4.3168, 0.8411], [-4.2301, 3.5964, 1.8660], [-2.8798, 2.5573, 1.5797], [-4.6987, 3.7082, 3.1791], [-5.7839, 4.5372, 3.4701], [-6.4025, 5.2587, 2.4501], [-5.9392, 5.1484, 1.1377], [-4.2214, 3.1508, 3.9817], [-6.1459, 4.6199, 4.4923], [-7.2460, 5.9070, 2.6762], [-6.4291, 5.7141, 0.3485], [3.6860, -1.6552, 5.0481], [4.0468, -3.3399, 4.9178], [3.1252, -4.2696, 4.4221], [1.5477, -3.8154, 3.8833], [3.4735, -5.6223, 4.3495], [4.7367, -6.0464, 4.7665], [5.6565, -5.1195, 5.2551], [5.3121, -3.7687, 5.3312], [2.7634, -6.3524, 3.9680], [5.0027, -7.0994, 4.7098], [6.6418, -5.4484, 5.5775], [6.0358, -3.0533, 5.7151], [2.2102, 7.8003, 1.5755], [0.8703, 6.9169, 0.9357], [0.8761, 5.5218, 0.8208], [2.2182, 4.5554, 1.3205], [-0.2365, 4.8642, 0.2860], [-1.3518, 5.5939, -0.1300], [-1.3596, 6.9829, -0.0105], [-0.2503, 7.6435, 0.5209], [-0.2404, 3.7808, 0.1907], [-2.2140, 5.0784, -0.5467], [-2.2290, 7.5521, -0.3315], [-0.2650, 8.7275, 0.6088], [3.1909, -7.3262, -5.2143], [4.5138, -7.6882, -4.1635], [4.9466, -6.8041, -3.1683], [4.1890, -5.2762, -2.8913], [6.0300, -7.1507, -2.3544], [6.6778, -8.3751, -2.5297], [6.2432, -9.2578, -3.5174], [5.1635, -8.9150, -4.3334], [6.3749, -6.4694, -1.5800], [7.5207, -8.6397, -1.8955], [6.7452, -10.2131, -3.6529], [4.8326, -9.6095, -5.1022], [-7.3021, 5.6804, 6.9231], [-8.5203, 4.5070, 6.5706], [-8.2840, 3.1298, 6.6551], [-6.7567, 2.4782, 7.1322], [-9.3090, 2.2289, 6.3482], [-10.5656, 2.6988, 5.9613], [-10.8024, 4.0704, 5.8825], [-9.7815, 4.9731, 6.1860], [-9.1343, 1.1572, 6.4087], [-11.3591, 1.9946, 5.7221], [-11.7817, 4.4375, 5.5841], [-9.9753, 6.0413, 6.1201], [9.5741, 6.5053, 0.7775], [8.2371, 7.2126, 1.6126], [6.9276, 6.7382, 1.4726], [6.5310, 5.3940, 0.4622], [5.8855, 7.3592, 2.1688], [6.1478, 8.4471, 3.0038], [7.4529, 8.9161, 3.1473], [8.4957, 8.3005, 2.4526], [4.8645, 6.9992, 2.0646], [5.3342, 8.9278, 3.5419], [7.6588, 9.7616, 3.7997], [9.5103, 8.6743, 2.5699]]}